# 1
DFT (the ωB97M-V functional and the def2-TZVPD basis) results for a 3-piece molecular cluster, C19H29BClO6 overall.

Geometry as XYZ:
```
56
Properties=species:S:1:pos:R:3
C -1.68479 0.12738 -0.03687
C -0.49157 -0.49679 0.65374
C -0.04578 -1.76788 0.31076
C 1.06719 -2.31857 0.94344
C 1.75469 -1.60489 1.93750
C 2.97729 -2.19751 2.56347
B 4.36438 -2.07139 1.62744
C 4.39953 -0.75394 0.62097
C 4.19455 -1.04365 -0.88280
C 2.77006 -0.78558 -1.33435
Cl 2.66370 0.07379 -2.93916
C 1.27669 -0.33632 2.29460
C 0.16788 0.21666 1.66148
H -1.45669 1.12863 -0.39552
H -2.52208 0.17055 0.65694
H -1.97341 -0.46694 -0.89988
H -0.54061 -2.34402 -0.46094
H 1.44737 -3.29435 0.67765
H 2.76741 -3.26183 2.69896
H 3.11753 -1.80239 3.56980
H 4.53263 -3.13128 1.02176
H 5.31731 -1.96472 2.40813
H 3.71296 0.04339 0.91776
H 5.40032 -0.32637 0.70000
H 4.51434 -2.05176 -1.13033
H 4.83540 -0.37467 -1.46004
H 2.21785 -0.17615 -0.63113
H 2.19199 -1.69077 -1.47473
H 1.79819 0.19653 3.07570
H -0.18993 1.19297 1.94210
C -3.26385 5.66067 3.75103
C -2.94437 4.28732 3.21621
C -4.00336 3.23634 3.47004
O -3.23292 2.03524 3.53809
C -1.97382 2.36671 3.93147
O -1.13784 1.59113 4.24247
O -1.81594 3.71822 3.89749
H -2.47036 6.36451 3.50191
H -4.19837 6.02790 3.32583
H -3.35124 5.63580 4.83778
H -2.69842 4.33795 2.15169
H -4.74064 3.16426 2.67384
H -4.51243 3.38275 4.42675
C -0.42119 -1.50381 -3.67554
C -1.06939 -1.98540 -4.94557
C -1.27220 -0.91924 -5.99770
O -2.42972 -1.39365 -6.70256
C -3.14401 -2.16658 -5.84757
O -4.24474 -2.56237 -6.06108
O -2.43271 -2.41625 -4.72793
H -0.27450 -2.32794 -2.97738
H 0.55196 -1.05557 -3.88926
H -1.04893 -0.76355 -3.17709
H -0.52029 -2.83645 -5.35788
H -0.43208 -0.82121 -6.68034
H -1.50304 0.05507 -5.56117
```

Computed properties:
E   -45659.029 eV
HOMO level   -4.47 eV
Net charge   -1

Electronic structure analysis, natural (NBO) charges in units of e: number 1, C, carries -0.6402; number 2, C, carries 0.0150; number 3, C, carries -0.2488; number 4, C, carries -0.2455; number 5, C, carries 0.0530; number 6, C, carries -0.6520; number 7, B, carries -0.1190; number 8, C, carries -0.6320; number 9, C, carries -0.4266; number 10, C, carries -0.3134; number 11, Cl, carries -0.1657; number 12, C, carries -0.2219; number 13, C, carries -0.2362; number 14, H, carries 0.2009; number 15, H, carries 0.2051; number 16, H, carries 0.2001; number 17, H, carries 0.1885; number 18, H, carries 0.2092; number 19, H, carries 0.1991; number 20, H, carries 0.1943; number 21, H, carries -0.0839; number 22, H, carries -0.0703; number 23, H, carries 0.1840; number 24, H, carries 0.1973; number 25, H, carries 0.2059; number 26, H, carries 0.1898; number 27, H, carries 0.2173; number 28, H, carries 0.2033; number 29, H, carries 0.2080; number 30, H, carries 0.1945; number 31, C, carries -0.6250; number 32, C, carries 0.0634; number 33, C, carries -0.0926; number 34, O, carries -0.4921; number 35, C, carries 0.9657; number 36, O, carries -0.5444; number 37, O, carries -0.4991; number 38, H, carries 0.2273; number 39, H, carries 0.2162; number 40, H, carries 0.2189; number 41, H, carries 0.1842; number 42, H, carries 0.2020; number 43, H, carries 0.1774; number 44, C, carries -0.6436; number 45, C, carries 0.0672; number 46, C, carries -0.0941; number 47, O, carries -0.5003; number 48, C, carries 0.9703; number 49, O, carries -0.5864; number 50, O, carries -0.4940; number 51, H, carries 0.2302; number 52, H, carries 0.2524; number 53, H, carries 0.2192; number 54, H, carries 0.1807; number 55, H, carries 0.2027; number 56, H, carries 0.1837


# 2
DFT (the ωB97M-V functional and the def2-TZVPD basis) results for a 2-piece molecular cluster, CH3I2O2P overall at a distorted geometry.

Geometry as XYZ:
```
9
Properties=species:S:1:pos:R:3
C -0.29317 -0.59354 -1.02757
P -1.48015 -0.27972 0.33661
O -2.64670 -1.09421 0.55567
O -1.04095 0.85471 1.15939
H 0.57737 -1.19388 -0.57565
H -0.73511 -1.16472 -1.86231
H 0.17001 0.25925 -1.27425
I -4.44397 1.73614 0.67903
I -3.31426 1.15726 -2.39585
```

Computed properties:
E   -30670.487 eV
ΔE to the lowest compared entry with this formula, charge and spin   46.3 kcal per mole
HOMO level (alpha / beta)   -10.02 / -10.03 eV
Structure (SMILES)   CP(=O)=O.II

Electronic structure analysis, natural (NBO) charges in units of e: number 1, C, carries -1.0142; number 2, P, carries 2.2360; number 3, O, carries -1.0132; number 4, O, carries -1.0190; number 5, H, carries 0.2691; number 6, H, carries 0.2640; number 7, H, carries 0.2522; number 8, I, carries 0.0987; number 9, I, carries -0.0736


# 3
DFT (the ωB97M-V functional and the def2-TZVPD basis) results for a 12-piece molecular cluster, C43H115O34P5 overall at a distorted geometry.

Geometry as XYZ:
```
197
Properties=species:S:1:pos:R:3
C 6.88267 6.75512 -6.04236
O 6.86724 7.17835 -4.71771
P 8.20591 7.34232 -3.83407
O 9.11922 8.47416 -4.14621
O 7.55039 7.47797 -2.31730
C 6.96480 8.74795 -1.99717
O 8.88732 5.83960 -3.85531
C 8.14331 4.70621 -3.35504
H 7.89496 6.53702 -6.38265
H 6.54870 7.65396 -6.56067
H 6.16274 5.94877 -6.18239
H 6.90220 9.51161 -2.77241
H 7.48289 9.21492 -1.15954
H 5.92785 8.52510 -1.74582
H 8.40379 3.80119 -3.90385
H 7.05903 4.76189 -3.45166
H 8.19583 4.73660 -2.26673
C -4.37250 -8.51709 -0.07317
O -5.69489 -8.25468 -0.24366
P -6.76928 -9.51527 -0.38064
O -8.20138 -9.14258 -0.33143
O -6.32388 -10.60073 0.77149
C -7.27679 -11.58629 1.20317
O -6.33391 -10.17927 -1.74983
C -7.07203 -11.23463 -2.25077
H -3.99035 -8.39023 -1.08607
H -4.10166 -9.52150 0.25226
H -3.94234 -7.81078 0.63689
H -6.78305 -12.55326 1.10683
H -8.22403 -11.40108 0.69667
H -7.49857 -11.55649 2.26995
H -7.72956 -10.84504 -3.02793
H -7.67749 -11.73912 -1.49777
H -6.48702 -11.97646 -2.79443
C 6.62251 -2.24686 1.76773
O 7.77247 -2.95787 2.28654
P 9.13464 -2.11997 2.52479
O 9.00024 -0.91510 3.39470
O 9.59139 -1.78099 0.99165
C 9.69886 -2.90831 0.13046
O 10.22199 -3.25609 2.93859
C 11.55100 -2.95385 3.43988
H 6.28981 -2.91819 0.97606
H 6.88573 -1.30773 1.28107
H 5.78491 -2.14522 2.45779
H 10.40529 -3.66935 0.46191
H 10.07809 -2.56683 -0.83270
H 8.68181 -3.23952 -0.07931
H 11.69567 -1.92087 3.75632
H 12.33674 -3.20987 2.72913
H 11.67123 -3.45606 4.39979
C -1.08539 1.79768 10.22180
O -0.13390 2.71200 10.73859
P -0.55985 3.58822 12.06625
O -1.90442 3.21064 12.57604
O 0.71262 3.27175 12.98804
C 0.87662 1.97751 13.52742
O -0.32192 5.14029 11.61555
C 0.79866 5.50538 10.75371
H -2.12273 2.05101 10.44057
H -0.84957 0.83181 10.66854
H -0.94263 1.61475 9.15679
H 1.86774 1.62155 13.24624
H 0.04777 1.32194 13.26037
H 1.04511 2.12930 14.59357
H 1.46104 4.68608 10.47428
H 1.39707 6.27864 11.23544
H 0.34580 5.92746 9.85656
C -4.66236 -6.51355 8.09004
O -3.54401 -7.07012 8.83420
P -2.67660 -8.30088 8.21523
O -1.76868 -8.92359 9.26680
O -3.78961 -9.23298 7.53474
C -3.44200 -10.55162 6.95354
O -1.96717 -7.56195 6.94240
C -0.76003 -6.79635 7.07459
H -5.62803 -6.66595 8.57207
H -4.86685 -6.98286 7.12773
H -4.49031 -5.44299 7.97864
H -4.32582 -11.13620 7.20895
H -2.61344 -10.92725 7.55394
H -3.25654 -10.61501 5.88131
H -0.11476 -7.06839 7.90988
H -1.06604 -5.75030 7.09000
H -0.13852 -6.96901 6.19595
C -1.41905 12.01928 2.12573
O -0.95598 11.80305 0.75031
C 0.07222 12.73607 0.26679
C -0.04239 12.84024 -1.27394
O -0.09441 11.55694 -1.82363
C -0.44930 11.47796 -3.22875
H -0.75008 11.57444 2.86242
H -2.35096 11.46328 2.22825
H -1.64659 13.04705 2.40858
H 1.01308 12.27405 0.56582
H 0.04762 13.75718 0.64734
H 0.86660 13.31251 -1.64649
H -0.95029 13.38168 -1.53977
H -1.45426 11.87361 -3.37579
H -0.46215 10.41664 -3.47680
H 0.26975 12.07470 -3.78997
C -1.69292 0.24790 0.20002
O -0.52387 0.42151 -0.57189
C -0.77381 0.80195 -1.91007
C 0.59925 1.00057 -2.58814
O 1.31560 2.00229 -1.91273
C 0.94055 3.35142 -2.23618
H -1.35807 -0.06766 1.18816
H -2.30914 -0.51714 -0.27231
H -2.24759 1.18214 0.28739
H -1.40283 1.69170 -1.88223
H -1.32937 0.06750 -2.49322
H 0.48275 1.28706 -3.63335
H 1.19405 0.08722 -2.57670
H 0.87094 3.62884 -3.28798
H 1.56921 4.02556 -1.65446
H -0.05624 3.39446 -1.79726
C -8.81896 -0.03261 9.77619
O -8.94394 -0.43621 8.41960
C -10.24377 -0.34286 7.84990
C -10.20336 -0.58139 6.35967
O -9.44844 -1.73683 6.03363
C -9.43087 -2.07268 4.66665
H -7.89592 -0.46865 10.15823
H -9.60503 -0.37626 10.44857
H -8.82619 1.05008 9.90198
H -10.75396 0.56638 8.16785
H -10.95936 -1.07446 8.22513
H -9.63722 0.19992 5.85258
H -11.19483 -0.50257 5.91372
H -8.60474 -2.75472 4.46560
H -9.22328 -1.18367 4.07112
H -10.32221 -2.57190 4.28666
C 4.72644 -5.28566 -6.64183
O 4.14648 -5.97147 -5.61748
C 4.74658 -7.26531 -5.36064
C 4.78355 -8.35736 -6.55019
O 3.57981 -8.59030 -7.22573
C 2.73306 -9.40003 -6.52726
H 5.81611 -5.28054 -6.61586
H 4.58775 -4.20493 -6.61186
H 4.40859 -5.64373 -7.62104
H 4.07896 -7.68763 -4.60962
H 5.71206 -7.09841 -4.88303
H 5.15507 -9.29981 -6.14785
H 5.56578 -8.01711 -7.22876
H 3.27831 -10.33770 -6.41968
H 1.84886 -9.47400 -7.16038
H 2.57546 -8.97464 -5.53615
C -3.08873 -4.53869 -8.99435
O -4.19481 -4.07332 -8.26346
C -5.06071 -5.02183 -7.64495
C -5.66219 -6.19379 -8.46958
O -6.45001 -5.84728 -9.62963
C -6.66596 -6.97018 -10.47301
H -2.43454 -3.70467 -9.24841
H -3.34554 -4.96918 -9.96225
H -2.55226 -5.22464 -8.33877
H -5.85911 -4.48109 -7.13677
H -4.43975 -5.48780 -6.87987
H -6.24041 -6.72162 -7.71119
H -4.89837 -6.90685 -8.77978
H -7.36051 -7.67782 -10.02031
H -5.74417 -7.49661 -10.72053
H -7.17690 -6.56048 -11.34434
C 3.08537 5.44224 4.39977
O 4.17914 5.76498 5.30099
C 5.35008 6.23414 4.67720
C 6.42997 6.72087 5.68461
O 5.94712 7.72764 6.62918
C 5.65724 9.00610 6.03047
H 2.68707 6.30761 3.87004
H 2.25961 4.96832 4.93044
H 3.45298 4.72648 3.66448
H 5.16819 7.06036 3.98991
H 5.95293 5.52466 4.11035
H 7.28369 7.16379 5.17168
H 6.64849 5.88099 6.34411
H 4.72772 9.04809 5.46273
H 6.44518 9.28155 5.32948
H 5.57538 9.72588 6.84492
C -1.68081 4.49866 -15.67508
O -1.08798 4.51308 -14.39549
C -1.81387 5.06289 -13.33534
C -0.86382 5.32168 -12.17391
O -1.48442 6.05913 -11.14779
C -2.35787 5.34076 -10.31536
H -0.95605 4.12380 -16.39778
H -1.91556 5.48020 -16.08687
H -2.54400 3.84196 -15.78343
H -2.53815 4.30396 -13.03945
H -2.36879 5.96589 -13.58977
H -0.08074 5.95455 -12.59147
H -0.37223 4.42747 -11.79072
H -3.13539 4.83336 -10.88640
H -2.87846 5.98668 -9.60834
H -1.86460 4.59773 -9.68872
```

Computed properties:
E   -162511.816 eV
HOMO level   -9.57 eV
Structure (SMILES)   COP(=O)(OC)OC.COP(=O)(OC)OC.COP(=O)(OC)OC.COP(=O)(OC)OC.COP(=O)(OC)OC.COCCOC.COCCOC.COCCOC.COCCOC.COCCOC.COCCOC.COCCOC

Atom charges from the Mulliken analysis, given in e for atoms 1 to 99: number 1, C, carries -0.7124; number 2, O, carries -0.2240; number 3, P, carries 0.9836; number 4, O, carries -0.6747; number 5, O, carries -0.2928; number 6, C, carries -0.7137; number 7, O, carries -0.3110; number 8, C, carries -0.6678; number 9, H, carries 0.3537; number 10, H, carries 0.2663; number 11, H, carries 0.2303; number 12, H, carries 0.3207; number 13, H, carries 0.2727; number 14, H, carries 0.2790; number 15, H, carries 0.2952; number 16, H, carries 0.3107; number 17, H, carries 0.2840; number 18, C, carries -0.6073; number 19, O, carries -0.3388; number 20, P, carries 1.0316; number 21, O, carries -0.6807; number 22, O, carries -0.3006; number 23, C, carries -0.6679; number 24, O, carries -0.2719; number 25, C, carries -0.5572; number 26, H, carries 0.2479; number 27, H, carries 0.3031; number 28, H, carries 0.2432; number 29, H, carries 0.2462; number 30, H, carries 0.3661; number 31, H, carries 0.2255; number 32, H, carries 0.2548; number 33, H, carries 0.2395; number 34, H, carries 0.2666; number 35, C, carries -0.6889; number 36, O, carries -0.3147; number 37, P, carries 1.0673; number 38, O, carries -0.6832; number 39, O, carries -0.2898; number 40, C, carries -0.5506; number 41, O, carries -0.3162; number 42, C, carries -0.7114; number 43, H, carries 0.2662; number 44, H, carries 0.3225; number 45, H, carries 0.2768; number 46, H, carries 0.2616; number 47, H, carries 0.2620; number 48, H, carries 0.2196; number 49, H, carries 0.3382; number 50, H, carries 0.2680; number 51, H, carries 0.2725; number 52, C, carries -0.6956; number 53, O, carries -0.2776; number 54, P, carries 1.0491; number 55, O, carries -0.6915; number 56, O, carries -0.3210; number 57, C, carries -0.6295; number 58, O, carries -0.3675; number 59, C, carries -0.5706; number 60, H, carries 0.3466; number 61, H, carries 0.2695; number 62, H, carries 0.2568; number 63, H, carries 0.2446; number 64, H, carries 0.3147; number 65, H, carries 0.2626; number 66, H, carries 0.2837; number 67, H, carries 0.2688; number 68, H, carries 0.2569; number 69, C, carries -0.6346; number 70, O, carries -0.3599; number 71, P, carries 1.0381; number 72, O, carries -0.6860; number 73, O, carries -0.2598; number 74, C, carries -0.6762; number 75, O, carries -0.2558; number 76, C, carries -0.6752; number 77, H, carries 0.2909; number 78, H, carries 0.2872; number 79, H, carries 0.2776; number 80, H, carries 0.2370; number 81, H, carries 0.3396; number 82, H, carries 0.2606; number 83, H, carries 0.3239; number 84, H, carries 0.2511; number 85, H, carries 0.2416; number 86, C, carries -0.7376; number 87, O, carries -0.2788; number 88, C, carries -0.5023; number 89, C, carries -0.4942; number 90, O, carries -0.3026; number 91, C, carries -0.7079; number 92, H, carries 0.2855; number 93, H, carries 0.2477; number 94, H, carries 0.3015; number 95, H, carries 0.3044; number 96, H, carries 0.3740; number 97, H, carries 0.3427; number 98, H, carries 0.3415; number 99, H, carries 0.3061


# 4
DFT (the ωB97M-V functional and the def2-TZVPD basis) results for a 2-piece molecular cluster, C4H9NO3 overall at a distorted geometry.

Geometry as XYZ:
```
17
Properties=species:S:1:pos:R:3
O -0.54969 -2.56489 -1.54901
C -0.14168 -1.59517 -0.97723
C 0.36568 -0.37641 -1.72712
C 0.93923 0.80070 -0.99359
N -0.10281 1.60426 -0.35803
C -0.51275 1.48046 0.93620
O -1.41145 2.14175 1.41332
H -0.20211 -1.51619 0.12365
H 1.19393 -0.70785 -2.38449
H -0.42727 -0.21641 -2.46640
H 1.65986 0.50387 -0.21732
H 1.62131 1.40679 -1.59744
H -0.55268 2.31093 -0.93067
H 0.07691 0.74221 1.49658
O -0.50374 -1.38478 2.74304
H -0.11740 -1.68549 3.58347
H -1.33536 -0.94378 2.90506
```

Computed properties:
E   -11926.031 eV
ΔE to the lowest compared entry with this formula, charge and spin   34.8 kcal per mole
HOMO level   -9.75 eV
Structure (SMILES)   O=CCCNC=O.O

Electronic structure analysis, natural (NBO) charges in units of e: number 1, O, carries -0.5138; number 2, C, carries 0.4403; number 3, C, carries -0.5482; number 4, C, carries -0.2301; number 5, N, carries -0.6265; number 6, C, carries 0.5174; number 7, O, carries -0.6110; number 8, H, carries 0.1250; number 9, H, carries 0.2380; number 10, H, carries 0.2473; number 11, H, carries 0.2107; number 12, H, carries 0.2178; number 13, H, carries 0.4016; number 14, H, carries 0.1262; number 15, O, carries -0.9594; number 16, H, carries 0.4816; number 17, H, carries 0.4830


It is found that the molecular weight values, taken in the order of the records, are 399.70 331.81 1331.23 119.12 g/mol.